[1]
2 unconnected molecules or ions with the total composition C5H11O2. Source: the Open Molecules 2025 dataset; level of theory: wB97M-V/def2-TZVPD.

Structure (XYZ):
```
18
Properties=species:S:1:pos:R:3
C 0.5615 -3.0171 -0.1718
C -0.6887 -2.2425 0.2366
H 0.6263 -3.9722 0.3374
H 0.4900 -3.3209 -1.2228
H 1.4753 -2.4282 -0.0749
H -0.7464 -1.3145 -0.3531
H -0.6308 -1.9820 1.2842
H -1.6070 -2.7573 -0.0751
C -0.0835 2.5748 -0.4776
C -0.9461 1.7662 0.4578
C 1.5055 2.1042 -0.1762
O 2.0297 2.8179 0.6517
O 1.6972 1.0909 -0.8318
H -0.2699 2.4413 -1.5405
H -0.0237 3.6386 -0.2676
H -0.6395 2.0274 1.4671
H -0.7295 0.7006 0.3980
H -2.0204 1.8726 0.3587
```

Computed properties:
* ⟨S²⟩: 0.756
* orbital gap (alpha / beta): 0.4202 / 0.2818 hartree
* LUMO (alpha / beta): 0.9 / -3.0 eV
* E: -347.51172 Ha
* multiplicity: 2
* highest occupied orbital energy (alpha / beta): -10.6 / -10.6 eV

***

[2]
A molecular structure, H36NaO18. Source: the Open Molecules 2025 dataset; level of theory: wB97M-V/def2-TZVPD.

Structure (XYZ):
```
55
Properties=species:S:1:pos:R:3
Na 8.3546 10.5887 8.8582
O 9.1224 5.6912 9.0169
H 9.9141 6.2162 8.9368
H 9.2093 5.0658 8.2808
O 11.3457 7.4525 8.9215
H 11.0657 8.0808 9.6195
H 12.1681 7.0802 9.2116
O 10.7228 9.4164 6.0599
H 11.1236 9.0117 5.2808
H 10.8927 8.7791 6.7725
O 5.5719 8.5862 13.4522
H 5.9719 8.3700 14.3054
H 5.0026 7.8112 13.2567
O 10.4568 11.6768 11.4066
H 9.6283 12.0826 11.0993
H 10.6391 12.0625 12.2437
O 6.2101 6.5261 10.1941
H 7.1562 6.3862 10.4634
H 6.0973 6.0073 9.4005
O 6.5063 9.5609 10.3362
H 6.4270 8.5947 10.5122
H 6.1881 10.0586 11.1035
O 5.1986 12.1309 7.6814
H 6.0158 11.9441 7.1675
H 4.7537 11.2798 7.6410
O 8.3438 12.5999 9.9630
H 8.8330 13.4017 9.7573
H 7.4656 12.9657 10.0146
O 8.2052 9.6185 14.1964
H 8.0555 9.9672 15.0730
H 8.1554 10.3600 13.5983
O 8.9835 15.0613 9.4896
H 7.9931 15.1641 9.3908
H 9.3675 15.6719 8.8114
O 7.8454 8.3221 7.6460
H 8.2612 7.4801 7.8810
H 7.3149 8.4537 8.4265
O 7.7373 10.9347 6.3368
H 7.6487 11.1716 5.4124
H 8.3437 10.1670 6.2837
O 6.0850 11.3450 12.4252
H 5.4850 10.6263 12.7098
H 5.6476 12.1328 12.6973
O 8.2396 7.2265 12.0330
H 8.4788 6.8012 12.8775
H 7.5831 7.9022 12.3054
O 6.0462 14.7549 9.6550
H 5.6833 14.0534 9.0779
H 5.7145 14.5907 10.5684
O 9.8794 9.0593 10.6706
H 9.3514 8.6419 11.3952
H 10.1960 9.8821 11.0426
O 10.2608 11.2207 8.0925
H 10.8132 10.8324 7.4029
H 10.8135 11.3900 8.8537
```

Computed properties:
* orbital gap: 0.4181 hartree
* LUMO: -2.5 eV
* net charge: +1
* E: -1538.16827 Ha
* multiplicity: 1
* highest occupied orbital energy: -13.9 eV

***

[3]
A molecular structure, C6H10O. Source: the Open Molecules 2025 dataset; level of theory: wB97M-V/def2-TZVPD.

Structure (XYZ):
```
17
Properties=species:S:1:pos:R:3
C -1.5371 -0.9755 -0.8207
C -0.4228 -0.2036 -1.1823
C 0.6279 0.7151 0.3544
C 2.0520 0.3875 -0.0255
O 0.3973 2.0661 0.1457
C 0.0272 0.1013 1.4405
C -0.9276 -0.6703 1.7542
H -2.5317 -0.5449 -0.9258
H -1.4481 -0.9781 0.6183
H -1.4966 -2.0536 -0.9658
H -0.5783 0.7834 -1.6097
H 0.4396 -0.7314 -1.5823
H 2.7434 0.9469 0.6122
H 2.2400 -0.6830 0.0892
H 2.2368 0.6805 -1.0641
H -0.4676 2.2791 0.5226
H -1.3545 -1.1193 2.6389
```

Computed properties:
* orbital gap: 0.3519 hartree
* LUMO: 0.9 eV
* E: -309.69675 Ha
* multiplicity: 1
* highest occupied orbital energy: -8.7 eV

***

multiplicity of number 2 (H36NaO18)?
1

***

What is the E in the third record?
-309.69675 Ha